Record 1
Molecular formula: C2ClO3P
Method: DFT, ωB97M-V with the def2-TZVPD basis set

Calculated values
HOMO energy (spin up / spin down) = 2.779 / 0.202 eV
expectation value of S² = 2.009
lowest unoccupied orbital energy (spin up / spin down) = 6.257 / 6.266 eV
HOMO-LUMO gap (spin up / spin down) = 3.5 / 6.1 eV
E_tot = -1103.29548 a.u.

```
! wB97M-V def2-TZVPD RIJCOSX def2/J DEFGRID3
* xyz -2 3
C -0.50165 -0.07533 0.11590
C -1.86381 -0.39324 -1.02294
O 2.09585 -1.18386 0.36635
O 0.07536 0.46058 1.23154
O 1.94277 1.15816 -0.63117
P 1.23412 -0.05973 -0.12698
Cl -3.36609 0.07459 0.01489
*
```

***

Record 2
Molecular formula: C4H3LiOPt
Method: DFT, ωB97M-V with the def2-TZVPD basis set

Calculated values
HOMO energy (spin up / spin down) = -9.921 / -13.349 eV
expectation value of S² = 3.775
lowest unoccupied orbital energy (spin up / spin down) = -4.496 / -5.803 eV
HOMO-LUMO gap (spin up / spin down) = 5.4 / 7.5 eV
E_tot = -355.82955 a.u.

```
! wB97M-V def2-TZVPD RIJCOSX def2/J DEFGRID3
* xyz 1 4
C 2.04275 -0.79878 0.84256
C 1.93483 -0.05218 -0.21327
H 2.75393 -1.54499 1.21773
H 2.35610 -0.01244 -1.22591
Pt 0.51429 0.39873 1.13253
C -0.78726 1.20350 0.03275
C -1.86479 0.50041 -0.05937
O -2.67938 -0.36181 -0.23794
H -0.76427 2.27351 -0.18242
Li -3.50620 -1.60595 -1.30668
*
```

***

Record 3
Molecular formula: F10Li5N6O23S10
Method: DFT, ωB97M-V with the def2-TZVPD basis set

Calculated values
HOMO energy = -8.478 eV
lowest unoccupied orbital energy = 0.279 eV
HOMO-LUMO gap = 8.8 eV
E_tot = -7077.47574 a.u.

```
! wB97M-V def2-TZVPD RIJCOSX def2/J DEFGRID3
* xyz -1 1
Li 0.29399 -1.65859 -0.02859
Li 3.26800 1.56163 1.51866
Li -0.94502 3.55560 1.08513
Li -2.42071 1.91130 -0.74063
Li 2.15943 -1.29598 1.94749
N 3.80086 -0.24155 1.40986
S 4.79132 -0.71496 0.27254
O 5.20776 -2.07553 0.27296
O 5.70056 0.31807 -0.13001
F 3.61737 -0.75923 -0.82669
S 4.87477 -0.85287 2.65102
O 6.26858 -0.54403 2.58433
O 4.46994 -2.05029 3.31079
F 4.30726 0.29747 3.62528
N -3.31119 0.14456 -0.69650
S -4.84014 0.13383 -0.99029
O -5.65739 0.81786 -0.00996
O -5.32189 -0.98502 -1.72465
F -4.72794 1.23345 -2.18799
S -3.31042 -0.42908 0.90611
O -4.35939 -1.34085 1.24226
O -2.94291 0.49873 1.92565
F -2.03197 -1.34827 0.67935
N -0.35098 -1.14146 -1.83485
S 0.31861 -2.08610 -2.88656
O 1.77537 -2.04836 -2.84039
O -0.35985 -2.34510 -4.12969
F 0.05107 -3.44962 -2.06069
S 0.33450 0.26493 -2.53574
O 0.23107 0.53746 -3.92950
O 1.42168 0.81887 -1.77978
F -0.86650 1.16811 -1.96109
N -1.89432 3.81933 -0.70325
S -1.26241 4.40010 -2.04801
O -1.10697 5.82789 -2.03553
O -1.65087 3.69336 -3.21064
F 0.23808 3.88464 -1.72517
S -3.33224 4.74676 -0.67075
O -4.14744 4.74250 -1.84796
O -3.17694 5.91516 0.13983
F -4.06110 3.71187 0.29960
N 0.97605 -2.77112 1.31194
S 1.73784 -4.11887 1.06578
O 1.07769 -5.38901 1.06457
O 3.01964 -4.00002 1.73568
F 2.19123 -3.84506 -0.44392
S -0.18278 -3.44942 2.42397
O 0.37899 -3.90154 3.66583
O -1.32404 -4.01843 1.79747
F -0.74677 -2.03169 2.88770
N 0.43368 1.20138 1.06500
O 0.93873 0.08767 0.87050
O 1.13191 2.10514 1.60555
O -0.68377 1.49438 0.61401
*
```

***

Record 4
Molecular formula: C6H11N4
Method: DFT, ωB97M-V with the def2-TZVPD basis set

Calculated values
HOMO energy = -13.440 eV
lowest unoccupied orbital energy = -3.795 eV
HOMO-LUMO gap = 9.6 eV
E_tot = -453.99791 a.u.

```
! wB97M-V def2-TZVPD RIJCOSX def2/J DEFGRID3
* xyz 1 1
C 3.14212 0.94425 0.12421
C 1.81316 0.44406 -0.00754
C 1.40785 -0.91147 0.09710
C 0.00819 -0.94270 0.16908
C -0.89718 -2.19530 0.20196
N -0.32969 0.33967 -0.08519
C -1.61561 0.84323 -0.10793
N -1.80794 2.11111 -0.37300
N -2.67940 0.05591 0.04612
N 0.73608 1.14649 -0.21354
H 3.65435 0.70533 -0.80631
H 3.73289 0.34531 0.85311
H 3.27710 2.10808 0.18533
H 2.06633 -1.77686 0.12946
H -1.45809 -2.48415 1.09201
H -0.09043 -2.91221 0.23874
H -1.48876 -2.37997 -0.69412
H -0.89420 2.67943 -0.53027
H -2.58216 2.39757 -0.95975
H -2.39691 -0.91556 0.28378
H -3.59770 0.39778 0.35676
*
```